Entry from the OMol25 dataset: one molecule with the formula C6H6INO at a distorted geometry (ωB97M-V/def2-TZVPD).

As for the energy relative to the best compared isomer or geometry (same formula, charge and spin): 77.3 kJ/mol. Its multiplicity is 1. The SMILES is ONc1ccc(I)cc1. For the lowest unoccupied orbital energy, the calculation gives 0.010 Eh. Its frontier orbital gap is 8.47 eV. Its net charge is 0.

XYZ file:
```
15
Properties=species:S:1:pos:R:3:lowdin_charge:R:1
O 2.2648 -2.0547 -0.5780 -0.051
N 1.2003 -1.3523 -1.1746 -0.055
C 0.4286 -0.4023 -0.4835 -0.267
C -0.7068 0.1070 -1.0742 -0.054
C -1.5948 0.9077 -0.3580 -0.159
C -1.3359 1.2539 0.9780 -0.588
I -2.8313 2.6471 1.9742 0.641
C -0.1776 0.7844 1.5949 -0.130
C 0.6926 -0.0616 0.8551 -0.018
H 3.1532 -1.7540 -0.8904 0.120
H 0.6590 -1.9183 -1.8377 0.142
H -0.9522 -0.1354 -2.1213 0.121
H -2.4917 1.2831 -0.8575 0.092
H 0.0989 1.0913 2.6037 0.100
H 1.5928 -0.3959 1.3692 0.106
```